The following is a DFT calculation (the ωB97M-V functional and the def2-TZVPD basis) of C5H7N as an isolated structure.

Computed properties:
M	81.1	g/mol
Kohn-Sham gap	8.6475	eV
energy relative to the best compared isomer or geometry (same formula, charge and spin)	97.10	kcal/mol
HOMO level	-7.736	eV

Cartesian coordinates (Å):
C: 1.937 0.075 -0.131
C: 0.532 0.261 -0.278
C: -0.071 -1.012 -0.038
N: -1.394 -0.715 0.386
C: -1.610 0.619 0.186
C: -0.486 1.257 -0.284
H: 1.264 -1.335 0.255
H: 2.661 0.651 -0.715
H: 2.271 -0.074 0.893
H: -0.039 -1.728 -0.860
H: -2.132 -1.388 0.509
H: -2.555 1.063 0.476
H: -0.377 2.326 -0.400